No. 1
Computed, not measured: a structure of composition C47H51F3I2N10OTi in a non-equilibrium geometry, with wB97M-V/def2-TZVPD.

As for the HOMO energy (spin up / spin down): 0.28 / -1.19 eV. Its charge is -2. Its spin multiplicity is 3.

Element x y z (Å)
1 Ti 12.076 12.171 13.992
2 C 8.691 13.535 10.812
3 C 7.851 12.664 11.776
4 C 8.530 12.392 13.095
5 C 8.596 13.266 14.137
6 C 7.673 14.454 14.340
7 C 6.744 14.250 15.554
8 C 9.348 12.544 15.293
9 C 8.466 11.404 15.816
10 C 8.266 10.601 14.716
11 C 7.470 9.514 14.331
12 C 6.793 8.704 15.405
13 C 7.622 7.470 15.838
14 C 7.444 9.114 12.955
15 C 8.486 9.489 12.068
16 C 8.701 9.603 10.691
17 C 9.914 10.230 10.166
18 N 10.957 10.679 10.946
19 C 12.076 10.867 10.145
20 C 13.394 10.928 10.719
21 C 13.461 10.351 12.034
22 N 12.422 10.613 12.951
23 C 11.929 9.331 13.300
24 C 10.574 9.026 13.337
25 C 9.236 11.089 13.616
26 N 10.227 11.728 14.442
27 C 13.080 8.476 13.318
28 C 14.053 9.119 12.532
29 C 15.261 8.513 11.933
30 C 14.897 7.629 10.735
31 C 13.081 7.137 13.976
32 C 12.788 7.158 15.492
33 C 11.638 10.890 8.792
34 C 10.300 10.463 8.809
35 C 9.484 10.153 7.595
36 C 9.690 8.719 7.117
37 C 12.561 11.194 7.654
38 C 13.159 12.586 7.741
39 N 9.630 9.902 12.863
40 C 6.321 8.216 12.502
41 C 6.200 7.962 11.010
42 H 8.211 13.587 9.818
43 H 9.702 13.122 10.675
44 H 8.775 14.558 11.223
45 H 7.482 11.745 11.283
46 H 6.955 13.285 12.000
47 H 6.994 14.509 13.456
48 H 8.200 15.418 14.377
49 H 6.138 13.343 15.390
50 H 6.032 15.087 15.673
51 H 7.324 14.129 16.488
52 H 8.159 11.247 16.852
53 H 5.799 8.348 15.081
54 H 6.602 9.319 16.297
55 H 7.675 6.739 15.007
56 H 7.175 6.977 16.708
57 H 8.651 7.775 16.102
58 H 7.965 9.278 9.953
59 H 14.293 11.214 10.143
60 H 10.255 8.016 13.700
61 H 15.816 7.934 12.701
62 H 15.925 9.336 11.598
63 H 14.253 6.772 11.012
64 H 15.793 7.210 10.262
65 H 14.343 8.229 9.990
66 H 14.060 6.664 13.826
67 H 12.331 6.472 13.489
68 H 13.516 7.817 16.008
69 H 12.863 6.153 15.920
70 H 11.786 7.558 15.701
71 H 9.771 10.830 6.773
72 H 8.412 10.337 7.800
73 H 10.752 8.570 6.857
74 H 9.080 8.506 6.225
75 H 9.433 7.988 7.912
76 H 12.029 11.118 6.686
77 H 13.376 10.434 7.642
78 H 12.345 13.329 7.682
79 H 13.850 12.786 6.901
80 H 13.691 12.758 8.703
81 H 5.356 8.645 12.852
82 H 6.399 7.230 13.007
83 H 6.020 8.907 10.453
84 H 5.328 7.310 10.828
85 H 7.085 7.444 10.583
86 I 11.758 15.659 10.239
87 C 11.342 15.890 12.259
88 C 10.829 17.053 12.804
89 C 10.416 17.072 14.132
90 I 9.448 18.812 14.803
91 C 10.621 16.030 15.050
92 C 10.003 15.847 16.360
93 C 9.864 14.616 16.934
94 C 10.325 13.407 16.190
95 N 11.473 13.797 15.320
96 C 11.302 14.883 14.529
97 C 11.576 14.757 13.050
98 O 11.933 13.605 12.569
99 H 10.743 17.960 12.203
100 H 9.609 16.718 16.889
101 H 9.360 14.513 17.906
102 H 10.727 12.710 16.952
103 N 10.717 9.572 18.206
104 N 11.702 10.208 17.485
105 N 12.674 11.012 17.988
106 C 13.233 11.491 16.886
107 N 12.625 11.102 15.776
108 N 11.752 10.168 16.141
109 H 10.591 9.894 19.166
110 H 9.922 9.311 17.635
111 H 14.067 12.175 16.910
112 F 15.075 11.764 14.566
113 C 14.192 12.771 14.102
114 F 14.395 13.831 14.983
115 F 14.710 13.179 12.884

---

No. 2
Computed, not measured: a structure of composition C47H52Cl6N9O2Tl in a non-equilibrium geometry, with wB97M-V/def2-TZVPD.

As for the HOMO energy: -2.69 eV. Its charge is -2.

Element x y z (Å)
1 Tl -0.356 0.344 -0.296
2 N -2.364 3.521 1.848
3 C -1.063 3.722 2.490
4 C -0.527 2.465 3.188
5 C 0.730 2.782 3.972
6 N 1.941 2.622 3.215
7 H -2.453 2.600 1.403
8 H -2.534 4.199 1.095
9 H -1.180 4.560 3.238
10 H -0.351 4.046 1.716
11 H -0.293 1.715 2.464
12 H -1.289 1.972 3.819
13 H 0.790 2.235 4.893
14 H 0.721 3.840 4.344
15 H 1.753 2.831 2.220
16 H 2.058 1.602 3.106
17 Cl 2.365 -1.023 4.012
18 C 3.613 -1.022 2.728
19 C 4.509 0.003 2.706
20 C 5.468 -0.087 1.733
21 Cl 6.858 1.056 1.788
22 C 5.484 -0.989 0.693
23 Cl 6.572 -0.911 -0.616
24 C 4.521 -1.993 0.751
25 Cl 4.513 -3.221 -0.491
26 C 3.617 -2.092 1.854
27 Cl 2.647 -3.498 1.940
28 N -4.311 -3.704 2.504
29 C -5.086 -3.340 3.584
30 C -5.295 -2.194 4.338
31 C -6.072 -2.315 5.440
32 C -6.577 -3.522 5.880
33 C -6.401 -4.682 5.200
34 C -5.612 -4.584 4.081
35 N -5.178 -5.620 3.270
36 C -4.425 -5.040 2.372
37 C -3.604 -5.639 1.319
38 C -2.549 -4.952 0.784
39 C -1.724 -5.531 -0.180
40 N -1.976 -6.743 -0.683
41 C -2.934 -7.503 -0.058
42 C -3.734 -7.022 0.965
43 H -3.948 -2.991 1.867
44 H -4.837 -1.236 4.075
45 H -6.279 -1.397 5.949
46 H -7.202 -3.457 6.801
47 H -6.877 -5.624 5.575
48 H -2.380 -3.891 1.060
49 H -0.883 -4.928 -0.509
50 H -2.923 -8.550 -0.482
51 H -4.489 -7.602 1.435
52 C 3.656 0.408 -4.848
53 C 3.385 1.148 -3.509
54 C 4.743 1.204 -2.744
55 C 2.335 0.236 -2.746
56 C 2.906 2.594 -3.781
57 O 3.755 3.298 -4.721
58 C 2.876 3.521 -2.495
59 C 2.422 3.087 -1.107
60 C 2.461 4.296 -0.197
61 C 3.532 4.465 0.660
62 C 3.627 5.562 1.537
63 C 2.617 6.517 1.475
64 Cl 2.722 7.737 2.752
65 C 1.444 6.283 0.742
66 C 1.397 5.190 -0.121
67 C 1.566 2.663 -4.593
68 N 0.314 2.535 -3.847
69 C -0.565 1.493 -3.840
70 N -1.670 1.774 -3.213
71 C -1.416 3.040 -2.749
72 N -0.274 3.546 -3.092
73 H 3.862 -0.656 -4.588
74 H 4.571 0.816 -5.370
75 H 2.827 0.398 -5.512
76 H 5.073 0.190 -2.560
77 H 4.673 1.767 -1.826
78 H 5.526 1.728 -3.345
79 H 2.908 -0.508 -2.082
80 H 1.636 -0.320 -3.398
81 H 1.699 0.803 -2.091
82 H 4.618 3.395 -4.283
83 H 2.259 4.327 -2.878
84 H 3.885 3.878 -2.369
85 H 3.049 2.263 -0.712
86 H 1.385 2.735 -1.159
87 H 4.214 3.662 0.705
88 H 4.395 5.680 2.263
89 H 0.635 6.937 0.895
90 H 0.544 5.063 -0.792
91 H 1.509 1.955 -5.399
92 H 1.578 3.719 -5.002
93 H -0.303 0.517 -4.253
94 H -2.248 3.534 -2.199
95 C -3.689 -1.274 0.484
96 C -3.557 0.292 0.595
97 C -4.101 0.974 -0.671
98 O -2.267 0.570 0.979
99 H -4.763 -1.551 0.403
100 H -3.049 -1.789 1.245
101 H -3.226 -1.668 -0.483
102 H -4.167 0.546 1.457
103 H -3.444 0.703 -1.557
104 H -3.971 2.135 -0.604
105 H -5.188 0.774 -0.828
106 N 0.975 -6.328 -4.009
107 C 0.688 -5.377 -3.421
108 C 0.305 -4.174 -2.793
109 C -0.835 -3.449 -3.206
110 C -1.298 -2.345 -2.521
111 C -0.533 -1.827 -1.430
112 C 0.724 -2.430 -1.148
113 C 1.091 -3.579 -1.777
114 H -1.427 -3.925 -4.025
115 H -2.248 -1.841 -2.822
116 H 1.404 -2.069 -0.381
117 H 1.992 -4.062 -1.495